Molecular formula: C2H13N2O2
Method: DFT, the ωB97M-V functional and the def2-TZVPD basis

Its max |F| is 4.85 eV/A. Its highest occupied orbital energy (alpha / beta) is -18.47 / -18.47 eV. Its spin multiplicity is 2. Its total charge is +2. Its expectation value of S² is 0.754.

Geometry (Å):
C 0.617 1.638 1.395
N 1.798 2.098 0.643
C -0.490 1.109 0.450
N -0.003 0.007 -0.475
H 0.872 0.829 2.081
H 0.133 2.383 2.039
H 2.663 1.931 1.190
H 1.829 3.128 0.522
H -1.268 0.720 1.115
H -0.967 1.834 -0.200
H -0.799 -0.358 -1.020
H 0.157 -0.878 0.123
H 0.755 0.335 -1.056
H 0.555 -3.081 0.881
H -0.860 -2.673 1.067
O -0.006 -2.293 0.804
H -2.331 -1.962 -1.981
H -1.724 -1.874 -3.369
O -1.555 -1.658 -2.442

Cartesian forces, eV/Å:
-0.16 -1.67 -1.29
-0.33 2.16 4.33
-0.41 -0.33 -0.50
-1.22 -0.24 2.24
0.52 -0.08 -0.29
0.35 0.90 -0.44
0.29 -0.98 -1.01
-0.39 -0.29 -1.45
0.12 -0.15 -0.25
0.20 0.53 0.20
0.17 0.31 -1.00
0.76 0.22 -0.61
0.16 -0.46 -0.48
0.42 0.34 -0.20
-0.08 0.37 -0.04
-0.37 -0.81 0.47
-0.56 -0.35 0.09
0.14 0.12 0.02
0.40 0.41 0.22

Atomic partial charges in e from the natural (NBO) method, atoms 1 to 6: -0.328, -0.224, -0.230, -0.726, 0.266, 0.337